The following is a DFT calculation (ωB97M-V/def2-TZVPD) of a cluster of 10 separate species, C40H110N10O10 in total in a non-equilibrium geometry.

```
170
Properties=species:S:1:pos:R:3:forces:R:3:lowdin_charge:R:1
C 2.738663 0.507513 -3.489016 0.330 -1.196 -0.555 -0.07
C 1.831793 0.772823 -2.357686 -0.362 1.651 1.773 -0.43
C 1.420913 -0.395797 -1.460306 1.991 -1.394 -2.359 -0.27
O 0.439503 -0.049787 -0.584266 -1.863 -0.346 0.958 -0.18
C -0.345927 -1.140907 -0.012846 0.355 1.453 0.190 -0.03
N 2.462973 1.746573 -1.407126 -0.826 -1.196 -0.229 0.07
H 3.591603 -0.057727 -3.113366 0.240 -0.090 -0.214 0.09
H 3.111203 1.390353 -4.008556 -0.176 0.192 0.275 0.08
H 2.192933 -0.090977 -4.218456 0.245 -0.191 -0.211 0.08
H 0.883163 1.169013 -2.719946 -0.209 0.274 -0.304 0.13
H 2.346843 -0.787417 -1.039126 0.287 0.222 0.985 0.12
H 1.181183 -1.238987 -2.108126 -0.901 -0.189 -0.334 0.12
H -0.895827 -1.776147 -0.707246 0.651 -0.114 -0.556 0.07
H -1.145827 -0.641517 0.533854 0.223 0.060 0.350 0.07
H 0.289443 -1.698957 0.674894 -0.156 -0.313 -0.063 0.09
H 1.644373 1.945513 -0.849966 0.309 0.762 0.758 0.05
H 2.798813 2.604303 -1.821376 -0.251 0.277 -0.277 0.03
C -6.509597 3.516403 -3.642736 0.074 -0.769 1.877 -0.08
C -5.050097 3.791173 -3.818076 3.228 -2.411 -1.329 -0.36
C -4.123387 2.721303 -3.060446 -0.995 0.289 1.063 -0.24
O -2.754977 3.119493 -2.984736 0.341 -0.586 1.835 -0.18
C -2.047777 2.434083 -1.844746 -0.795 1.011 -1.481 -0.04
N -4.534857 3.581283 -5.215726 -1.082 0.973 -0.303 0.02
H -6.574307 3.238143 -2.590846 -0.247 0.591 0.678 0.06
H -6.846967 2.538703 -3.986786 -0.157 0.458 -1.263 0.08
H -7.148557 4.392753 -3.751586 -0.117 -0.427 -0.641 0.08
H -4.793047 4.801663 -3.500376 0.068 -0.130 0.150 0.14
H -4.200637 1.698583 -3.429446 0.117 -0.094 -1.733 0.10
H -4.583727 2.377443 -2.134196 0.267 1.252 1.383 0.09
H -2.442607 2.765103 -0.884206 -0.661 -0.372 -0.041 0.08
H -1.005307 2.742063 -1.764116 0.014 0.086 -0.842 0.07
H -2.099907 1.363953 -2.045256 -0.032 -0.078 0.449 0.08
H -4.117657 2.668423 -5.328596 0.019 0.194 0.068 0.05
H -3.880307 4.285483 -5.525176 -0.004 -0.061 0.169 0.06
C 1.190573 -7.580087 1.774164 -0.872 0.969 1.207 -0.06
C 0.157883 -6.535677 1.324284 0.119 -0.509 -2.235 -0.39
C 0.537083 -5.925877 -0.142936 -1.847 0.187 1.753 -0.11
O -0.564477 -5.063217 -0.558016 0.514 -0.955 1.035 -0.21
C -0.331647 -4.478567 -1.780766 0.284 0.547 -1.154 -0.16
N -1.180257 -7.162467 1.278234 0.831 0.415 -1.098 0.04
H 0.745043 -7.905667 2.714164 -0.019 -0.702 0.088 0.07
H 2.084253 -7.097927 2.170334 0.478 -0.156 -0.791 0.06
H 1.326173 -8.440207 1.118494 0.158 0.321 -0.063 0.08
H 0.116743 -5.719517 2.045604 0.506 0.214 -0.160 0.08
H 0.651173 -6.690497 -0.911336 0.087 -0.318 0.190 0.12
H 1.434383 -5.310887 -0.074126 0.270 -0.037 0.079 0.11
H 0.481053 -3.752457 -1.761006 0.166 0.410 0.272 0.07
H -1.230497 -3.986077 -2.151726 -0.143 0.075 0.274 0.08
H -0.025857 -5.157207 -2.577036 -0.084 -0.651 0.013 0.09
H -1.831747 -6.390737 1.288424 -0.398 -0.403 0.070 0.01
H -1.374617 -7.735047 2.087234 0.173 0.157 0.200 0.06
C 0.397003 -4.329677 4.161814 -1.038 0.829 -0.880 -0.07
C 1.924593 -4.400187 4.021534 -0.888 -0.359 0.952 -0.43
C 2.551383 -3.248627 3.223804 -0.921 -0.917 -0.808 -0.18
O 4.003953 -3.286667 3.062184 -1.725 0.911 -0.442 -0.17
C 4.526023 -2.071587 2.452524 0.364 -0.244 0.760 -0.09
N 2.526623 -4.414527 5.331014 1.342 0.210 0.609 0.04
H -0.065977 -3.524317 4.732014 0.838 0.214 0.990 0.08
H -0.084597 -5.248657 4.495944 0.480 -0.163 0.182 0.09
H -0.155287 -4.052907 3.263774 0.591 -0.315 -0.821 0.03
H 2.117153 -5.410037 3.659284 0.319 0.227 -0.796 0.12
H 2.170993 -2.378327 3.758574 0.540 0.612 -0.094 0.12
H 1.973773 -3.348657 2.304854 0.598 0.637 -0.899 0.11
H 5.607063 -2.097587 2.589534 -0.034 -0.157 0.212 0.09
H 4.164343 -1.161707 2.931484 -0.230 -0.123 0.377 0.06
H 4.395923 -1.902127 1.383664 -0.624 -0.752 -0.249 0.08
H 3.393613 -3.994327 5.027934 1.285 -0.526 1.025 0.05
H 2.200923 -3.682307 5.945744 -0.821 0.145 0.057 0.07
C 2.185983 5.269833 0.133734 -1.203 2.121 0.755 -0.06
C 3.336263 5.710023 -0.751476 -0.654 0.321 1.786 -0.43
C 4.464773 6.396883 0.051094 1.223 0.956 -0.477 -0.13
O 5.255093 7.247303 -0.879116 -0.872 -0.936 1.018 -0.20
C 6.273033 8.094423 -0.364146 0.227 -0.245 -0.686 -0.12
N 3.740513 4.492083 -1.290956 2.008 -1.361 -2.390 0.04
H 1.469553 4.571643 -0.299116 0.544 -0.191 -0.325 0.07
H 1.614263 6.191583 0.241524 -0.433 0.015 0.753 0.08
H 2.478053 4.930493 1.127534 0.167 -0.096 -0.071 0.07
H 2.964593 6.384623 -1.522766 0.152 0.033 -0.057 0.15
H 5.125613 5.641403 0.476114 0.227 -0.517 -0.366 0.10
H 4.202403 6.911303 0.975554 -0.699 0.814 -0.324 0.12
H 5.896193 9.038373 0.029614 -0.205 -0.065 0.189 0.08
H 6.909833 8.312613 -1.221456 -0.180 0.277 -0.189 0.08
H 6.991783 7.652973 0.326244 -0.416 -0.453 0.507 0.08
H 4.542023 4.675673 -1.877446 0.122 -0.079 -0.479 0.05
H 4.146253 3.900863 -0.579666 -0.046 -0.431 0.573 0.06
C 6.048493 2.335363 2.979644 -0.607 0.125 -0.682 -0.04
C 4.935743 1.774803 2.064964 -0.152 -0.911 -0.274 -0.38
C 3.483893 2.216833 2.453264 1.468 -0.156 -2.141 -0.20
O 3.037593 1.443073 3.504884 2.139 0.477 0.979 -0.17
C 1.832063 0.847423 3.309244 -1.357 -0.041 0.654 -0.14
N 5.186353 2.007073 0.635694 -0.519 1.825 0.054 0.05
H 6.003273 2.070833 4.036094 -0.220 -0.540 -0.188 0.08
H 5.963833 3.421983 2.993194 0.118 0.201 -0.300 0.07
H 7.018413 2.066023 2.561534 0.091 -0.009 0.194 0.06
H 4.874243 0.687253 2.025424 0.153 -0.313 1.519 0.10
H 2.889073 2.032503 1.558664 -0.243 -0.276 -0.221 0.10
H 3.419753 3.301253 2.542804 0.039 0.240 0.871 0.11
H 1.767453 0.221083 2.419504 0.026 0.022 -0.315 0.09
H 1.116233 1.669273 3.293314 -0.879 -0.377 -0.262 0.10
H 1.668943 0.230123 4.192654 -0.311 -0.085 -0.046 0.09
H 4.494663 1.520233 0.083754 -0.077 -0.038 -0.251 0.05
H 6.108213 1.839523 0.258584 -0.062 -0.119 0.379 0.05
C 6.373423 1.948123 -4.045346 0.997 -0.987 0.982 -0.04
C 5.999293 3.167803 -3.230456 -0.756 1.743 -2.655 -0.43
C 7.058213 3.825363 -2.410716 -0.880 -1.284 0.897 -0.24
O 7.061393 3.083163 -1.254556 1.552 -0.555 1.790 -0.22
C 7.715263 3.787903 -0.208476 0.050 -1.993 0.468 -0.09
N 5.681073 4.201853 -4.224316 -0.972 0.280 -0.828 0.03
H 5.568173 1.387723 -4.520346 -0.205 0.505 0.042 0.07
H 6.894623 1.228623 -3.413856 -0.107 -0.208 0.284 0.08
H 7.138473 2.182083 -4.785656 -0.157 0.335 -0.263 0.08
H 5.063943 3.073443 -2.678806 0.403 -0.690 0.314 0.11
H 6.728203 4.780923 -2.003156 0.134 0.925 -1.226 0.11
H 8.027343 3.798603 -2.908876 0.200 0.503 -0.156 0.14
H 7.047743 4.482213 0.301874 0.029 0.240 -0.158 0.08
H 8.676353 4.217673 -0.490816 -0.113 0.297 -0.292 0.10
H 7.943073 2.948353 0.448294 0.217 0.481 0.711 0.08
H 6.370463 4.247603 -4.961026 0.105 0.061 0.000 0.06
H 5.633923 5.101733 -3.768146 -0.050 0.251 -0.248 0.06
C -4.405127 -4.726847 0.953584 -0.427 -0.228 -0.320 -0.06
C -3.157387 -4.212407 1.645334 -0.697 0.632 -0.680 -0.43
C -3.403627 -2.781797 2.199134 0.788 0.376 0.402 -0.15
O -2.250707 -2.380637 2.964844 0.560 -1.655 -1.012 -0.23
C -2.097587 -1.117277 3.541814 -1.276 -0.552 -0.229 -0.09
N -2.728227 -5.093897 2.714564 -0.537 0.159 -0.959 0.06
H -4.459317 -4.314397 -0.053916 -0.299 0.416 0.086 0.06
H -5.327167 -4.526897 1.499434 -0.112 -0.004 0.011 0.08
H -4.329637 -5.798197 0.767524 0.092 -0.117 0.349 0.08
H -2.479407 -4.241037 0.792324 0.901 0.466 0.524 0.12
H -4.244257 -2.723377 2.890534 -0.484 -0.501 0.000 0.12
H -3.647027 -2.091607 1.391364 0.268 0.317 -0.215 0.11
H -1.020127 -0.994917 3.652314 -0.156 0.668 -0.203 0.08
H -2.573807 -1.084137 4.521714 0.038 -0.014 0.376 0.08
H -2.675797 -0.424837 2.930004 0.678 0.778 -0.109 0.07
H -3.452097 -4.873207 3.383454 0.574 -0.416 1.148 0.09
H -1.809207 -4.755007 2.960854 -0.272 -0.021 0.920 0.03
C -7.079607 -1.901297 -3.828416 1.064 -0.473 1.614 -0.07
C -6.172407 -3.045037 -4.380996 -1.177 2.003 0.500 -0.41
C -5.370707 -3.818037 -3.279036 -0.503 0.829 -0.112 -0.16
O -4.681647 -2.965927 -2.337556 -0.214 0.412 -1.621 -0.21
C -3.771857 -2.092527 -3.018156 0.085 -0.001 0.869 -0.11
N -7.123757 -3.784017 -5.188536 0.435 -1.621 -0.516 0.02
H -7.548697 -1.267237 -4.580756 0.364 -0.058 -0.055 0.08
H -6.595677 -1.347337 -3.024026 0.185 0.594 -0.270 0.06
H -7.866057 -2.409537 -3.270486 -0.350 -0.067 -0.096 0.07
H -5.422897 -2.621107 -5.049286 0.008 0.018 -0.117 0.12
H -4.610387 -4.371387 -3.830236 -0.108 -0.629 0.199 0.12
H -6.010707 -4.418317 -2.632376 0.007 -0.314 -0.392 0.13
H -4.156017 -1.103557 -3.268076 -0.597 0.091 0.193 0.07
H -3.416607 -2.478427 -3.973656 0.289 -0.477 0.167 0.09
H -2.972197 -1.939287 -2.293476 0.336 0.017 -0.321 0.07
H -8.033497 -3.754807 -4.750796 -0.010 -0.236 0.125 0.06
H -7.259177 -3.331537 -6.081296 0.242 -0.043 -0.110 0.07
C -6.148587 0.470643 4.973574 1.346 -0.534 -1.131 -0.06
C -6.602157 1.469673 3.947374 0.323 1.273 -1.016 -0.43
C -5.543787 1.713893 2.785094 -1.364 2.085 1.426 -0.25
O -5.409027 0.627303 1.975184 1.660 -1.649 -1.160 -0.17
C -4.442717 0.915693 0.956964 -0.359 -0.557 -0.417 -0.10
N -7.885037 1.169753 3.375634 -1.182 -0.839 -0.255 0.03
H -5.128767 0.697343 5.284494 -0.148 0.744 0.755 0.07
H -5.845497 -0.387527 4.373764 -0.916 -0.958 0.298 0.07
H -6.841277 0.300783 5.797844 0.167 -0.177 -0.293 0.09
H -6.845567 2.400803 4.459084 0.808 0.448 -0.030 0.13
H -4.607957 2.171513 3.105904 0.559 -0.560 0.587 0.12
H -5.920747 2.498673 2.129244 -0.639 0.608 0.135 0.11
H -3.406287 1.012203 1.280374 0.008 0.143 0.735 0.07
H -4.693467 1.832323 0.423094 -0.211 0.193 0.002 0.07
H -4.407347 0.107943 0.225944 -0.439 -0.160 0.096 0.08
H -7.884097 0.443563 2.673674 0.288 -0.271 0.062 0.07
H -8.325627 1.965733 2.936994 0.164 0.186 0.133 0.07
```
Forces are in eV/Å.

The value obtained for the LUMO energy is 0.395 eV. Its highest occupied orbital energy is -8.58 eV. The value obtained for the calculated total energy is -2889.54163 Eh. The calculation puts the frontier orbital gap at 8.98 eV. The energy above the lowest of the compared OMol25 structures with the same formula, charge and spin comes out at 707.7 kJ/mol. Its SMILES is COC[C@H](C)N.COC[C@H](C)N.COC[C@H](C)N.COC[C@H](C)N.COC[C@H](C)N.COC[C@H](C)N.COC[C@H](C)N.COC[C@H](C)N.COC[C@H](C)N.COC[C@H](C)N.